{
  "formula": "CHClNO2S",
  "method": "ωB97M-V/def2-TZVPD",
  "e_tot_ev": -29983.1521,
  "molar_mass_da": 126.544,
  "e_above_lowest_kcal_mol": 67.4,
  "e_lumo_ev": [-9.1, -9.1],
  "e_homo_ev": [-17.53, -17.53],
  "total_charge": 1,
  "species": ["Cl", "S", "O", "O", "N", "C", "H"],
  "coordinates": [[0.0478, 1.8183, 0.9466], [0.8012, -1.0465, 2.9867], [0.7477, 0.1191, 3.7797], [0.9378, -2.2758, 3.6588], [0.1992, -0.8758, 0.8723], [-0.0624, 0.2151, 0.3850], [-0.4909, 0.1383, -0.6168]]
}

=====

{
  "formula": "C31H51Cl2N2OPY",
  "method": "ωB97M-V/def2-TZVPD",
  "e_tot_ev": -73384.7412,
  "molar_mass_da": 658.548,
  "e_lumo_ev": 2.1,
  "e_homo_ev": -1.38,
  "total_charge": -1,
  "species": ["Y", "Cl", "Cl", "P", "O", "N", "N", "C", "C", "C", "C", "C", "C", "C", "C", "C", "C", "C", "C", "C", "C", "C", "C", "C", "C", "C", "C", "C", "C", "C", "C", "C", "C", "C", "C", "C", "C", "C", "H", "H", "H", "H", "H", "H", "H", "H", "H", "H", "H", "H", "H", "H", "H", "H", "H", "H", "H", "H", "H", "H", "H", "H", "H", "H", "H", "H", "H", "H", "H", "H", "H", "H", "H", "H", "H", "H", "H", "H", "H", "H", "H", "H", "H", "H", "H", "H", "H", "H", "H"],
  "coordinates": [[0.2043, -0.1679, 2.1536], [2.3433, 0.2897, 0.9435], [-1.9570, -0.9915, 1.1840], [0.1151, -0.7570, -1.8181], [0.5471, -0.8225, 4.1439], [1.2274, -1.0483, 6.3086], [-1.0430, -0.8384, 5.8074], [-2.9420, 2.1461, -4.1427], [-0.0640, 4.7219, 0.8178], [-1.6047, 1.4800, -2.0541], [-1.3507, -0.4910, 7.1854], [3.6042, 1.4110, -4.3817], [-1.2014, 0.2887, -4.2386], [-2.9025, 2.0814, -2.6095], [-0.4366, -1.2373, 8.1159], [-1.4867, -4.5130, -2.9377], [2.6324, -1.0173, 5.9221], [-1.1361, 4.1595, 3.3583], [-2.0886, -0.5879, 4.8143], [-1.3119, 5.4114, 2.7885], [-1.3912, -3.0969, -2.3350], [0.2462, -0.9035, 5.4051], [1.8121, 1.3897, -2.5717], [-0.2859, -5.4017, -2.6090], [3.3135, -0.0701, -4.6589], [1.1527, -3.3042, -2.2873], [3.2216, 1.8458, -2.9626], [1.0082, -1.0348, 7.7467], [-0.0501, -2.4227, -2.6567], [1.9112, -0.5028, -4.2142], [0.1214, 3.4576, 1.3508], [-0.7798, 5.7117, 1.5187], [-2.5089, 0.8401, -4.8188], [1.6667, -0.1286, -2.7421], [-0.4277, 3.1183, 2.6497], [-1.3043, 0.1263, -2.7186], [1.0501, -4.7134, -2.9002], [-0.2571, 1.8370, 3.2064], [1.8743, -5.3255, -2.5171], [-0.3241, -5.6828, -1.5484], [0.7382, 2.7050, 0.8436], [1.1935, -4.6410, -3.9880], [-0.3519, -6.3323, -3.1831], [-1.6855, 1.3462, -0.9654], [-0.5714, -0.8614, 9.1347], [1.7924, -1.5808, -4.3887], [1.3630, -0.0671, 8.1372], [-0.3961, 1.0009, -4.4700], [-2.4001, -0.7372, 7.3666], [-0.9068, 6.7072, 1.0851], [-0.2822, 1.8180, 4.3135], [-2.2832, 2.9561, -4.4850], [-0.9551, -0.6604, -4.7387], [0.3664, 4.9601, -0.1574], [-1.5838, -4.4229, -4.0292], [3.1300, -1.9467, 6.2461], [1.6095, 1.6743, -1.5309], [-3.2956, 0.0830, -4.7023], [1.0796, 1.9010, -3.2162], [-0.6872, -2.3061, 8.1318], [3.2894, 2.9351, -2.8735], [1.2072, -3.3894, -1.1916], [-1.5214, -3.1437, -1.2435], [-2.2308, -2.5047, -2.7287], [-2.1606, -0.5393, -2.5116], [1.6364, -1.8135, 8.1925], [3.0498, 2.0247, -5.1053], [-2.1049, -1.3727, 4.0470], [4.0534, -0.6893, -4.1352], [3.4333, -0.2806, -5.7294], [-3.9548, 2.4057, -4.4743], [2.0987, -2.8449, -2.6146], [-1.9572, 0.3899, 4.3196], [-3.7484, 1.4761, -2.2582], [3.1453, -0.1814, 6.4301], [-0.0298, -2.2327, -3.7431], [-2.3852, 0.9977, -5.8980], [3.9352, 1.4237, -2.2434], [-1.5234, 3.9301, 4.3575], [2.7511, -0.9033, 4.8431], [2.4559, -0.6151, -2.1382], [4.6692, 1.6084, -4.5530], [-1.2238, 0.5939, 7.3465], [-3.0496, -0.5888, 5.3395], [-1.8587, 6.1849, 3.3332], [-2.4088, -4.9850, -2.5808], [-0.7712, 2.1741, -2.2372], [1.1761, 0.0014, -4.8546], [-3.0434, 3.0856, -2.1962]]
}

=====

{
  "formula": "C3H8N4O",
  "method": "ωB97M-V/def2-TZVPD",
  "smiles": "[H]/N=C/NO/C=N/NC",
  "e_tot_ev": -11242.7911,
  "molar_mass_da": 116.124,
  "e_above_lowest_kcal_mol": 157.6,
  "e_lumo_ev": 0.7,
  "e_homo_ev": -8.47,
  "total_charge": 0,
  "species": ["O", "N", "N", "N", "N", "C", "C", "C", "H", "H", "H", "H", "H", "H", "H", "H"],
  "coordinates": [[0.9426, -1.3365, 0.0937], [-1.2001, -0.7082, 0.0956], [2.2646, -1.0997, -0.2757], [3.5829, 0.9966, -0.2941], [-2.0070, 0.3131, -0.4902], [2.8827, 0.0331, 0.4242], [0.0262, -0.4859, -0.4161], [-3.4240, 0.1664, 0.1470], [-4.0978, 0.9962, -0.1693], [-3.9981, -0.7849, 0.0161], [-3.1962, 0.1798, 1.2993], [4.1903, 1.3145, 0.5180], [2.4101, -1.2723, -1.3911], [2.7148, 0.0731, 1.5395], [-1.5807, 1.1784, -0.1807], [0.4896, 0.4360, -0.9163]]
}

=====

{
  "formula": "C10H10INO2P",
  "method": "ωB97M-V/def2-TZVPD",
  "e_tot_ev": -33495.8585,
  "molar_mass_da": 334.073,
  "e_above_lowest_kcal_mol": 59.9,
  "e_lumo_ev": [-6.1, -6.4],
  "e_homo_ev": [-11.42, -11.20],
  "total_charge": 1,
  "species": ["I", "P", "O", "O", "N", "C", "C", "C", "C", "C", "C", "C", "C", "C", "C", "H", "H", "H", "H", "H", "H", "H", "H", "H", "H"],
  "coordinates": [[-5.1513, 0.0531, -0.3557], [-1.0196, -1.4576, -1.1250], [-0.2241, 2.1523, -1.8318], [-1.1407, 0.0753, -1.5007], [1.0722, -0.8850, -0.6138], [-1.8167, -1.5060, 0.4619], [-3.4472, 0.6019, 0.6576], [1.1133, 0.3550, -0.9978], [2.2987, 1.1518, -1.0416], [2.2169, -1.5385, -0.2272], [3.4566, 0.4461, -0.8207], [-1.1546, 0.6706, 1.6759], [3.4024, -0.8856, -0.4041], [-0.1374, 1.0170, -1.4820], [-2.3416, -0.2768, 1.2348], [-1.9563, -2.4723, 0.7472], [-3.3391, 1.6359, 0.3809], [-0.9957, 1.5843, 0.9697], [-2.8217, -0.6659, 2.1383], [4.4183, -1.2827, -0.0767], [2.2085, -2.5685, 0.0989], [4.5380, 0.7699, -0.8784], [-0.2274, 0.0784, 1.5346], [2.2286, 2.1660, -1.3259], [-1.1803, 0.7814, 2.7817]]
}